87
Properties=species:S:1:pos:R:3:forces:R:3 method="wB97M-V/def2-TZVPD" molar_mass_g_mol=704.84 fmax_ev_per_a=0.326 charge=+1 homo_energy_ev=-10.99 e_tot_ev=-80566.714
C -0.123515 1.802138 -3.577416 -0.1788 -0.0974 0.1479
O 1.285455 2.047950 -3.458725 0.1008 -0.0039 -0.0769
C 1.999018 0.945733 -3.049629 0.0106 0.0241 -0.0108
N 3.403970 1.119510 -3.573692 0.0115 0.0842 0.1519
S 4.096429 2.600725 -2.824962 0.0835 -0.0480 -0.1587
C 3.470072 1.229817 -5.099066 0.0167 -0.1321 -0.0254
C 2.402124 0.507605 -5.904940 -0.0375 0.0143 0.0031
C 2.827024 0.514009 -7.374610 0.1180 -0.0168 -0.0332
O 1.848635 -0.036314 -8.218029 -0.2772 -0.0327 0.1682
C 4.300232 0.021698 -3.022716 -0.0628 -0.0936 0.1639
C 3.819983 -1.399459 -3.303121 -0.0626 -0.0232 -0.0233
C 4.946376 -2.424301 -3.457512 -0.0116 -0.0694 -0.0452
C 5.898555 -2.227563 -4.643113 0.0831 0.0218 0.0041
S 5.184057 -2.896215 -6.141981 0.0279 0.1643 -0.0038
O 3.832599 -2.413172 -6.207110 0.0645 0.0000 -0.0733
O 5.459242 -4.285870 -6.236495 -0.1616 0.0243 0.0679
O 6.010297 -2.184404 -7.306147 0.1161 0.0320 0.1442
H -0.543274 1.447882 -2.633382 -0.0173 0.0736 -0.0092
H -0.579029 2.749488 -3.846756 0.0116 -0.0172 -0.0023
H -0.319677 1.059642 -4.355705 0.0354 0.0315 -0.0188
H 1.597919 0.010561 -3.448893 0.0367 0.0275 -0.0542
H 2.099579 0.882563 -1.960705 -0.0563 -0.0397 -0.0057
H 3.260310 3.429164 -3.467066 -0.0683 0.0253 0.0739
H 4.461562 0.858148 -5.362072 0.0159 0.0656 0.0208
H 3.436840 2.289748 -5.328717 -0.0054 0.0010 -0.0385
H 1.445391 1.023232 -5.826497 0.0068 -0.0138 0.0588
H 2.274362 -0.528724 -5.594033 0.0081 0.0042 -0.0356
H 2.976294 1.544427 -7.707700 -0.0170 -0.0357 -0.0456
H 3.781149 -0.015053 -7.490417 -0.0066 -0.0243 0.0716
H 1.538462 -0.878411 -7.856828 0.2324 0.0822 -0.1481
H 5.294211 0.222056 -3.420837 -0.0577 0.0388 -0.1013
H 4.345492 0.201868 -1.947277 0.0369 -0.0248 -0.0075
H 3.203946 -1.442244 -4.196885 0.0783 0.0136 -0.0177
H 3.199404 -1.732507 -2.469474 -0.0752 0.0330 -0.0575
H 4.460329 -3.395888 -3.569278 0.1140 -0.0609 0.0928
H 5.546878 -2.486569 -2.548314 -0.0189 0.0730 0.0097
H 6.146070 -1.179432 -4.833435 -0.0812 0.0135 0.0774
H 6.830336 -2.762464 -4.463299 0.0038 -0.0278 -0.1385
H 6.549267 -1.438547 -7.004420 -0.1164 -0.1015 -0.0703
C -3.077728 3.946391 1.457812 0.0070 -0.0106 -0.0098
C -3.860974 3.726398 2.585448 -0.0064 -0.0120 0.0009
C -4.475161 2.500165 2.776282 0.0216 0.0321 0.0165
C -4.311399 1.489026 1.837520 0.0164 -0.0290 0.0210
C -3.525060 1.707598 0.705444 -0.0180 -0.0065 -0.0288
C -2.909757 2.940483 0.521500 0.0072 0.0329 0.0158
C -3.337055 0.641292 -0.317165 -0.0340 -0.0083 0.0409
O -2.634834 0.823774 -1.294275 0.1300 0.0175 -0.0662
C -4.035412 -0.655817 -0.103789 0.0109 0.0183 -0.0032
C -3.912292 -1.655851 -1.061477 -0.0053 -0.0392 -0.0055
C -4.543756 -2.874002 -0.876704 0.0076 0.0123 -0.0045
C -5.298206 -3.102340 0.268592 0.0013 0.0093 0.0101
C -5.427430 -2.109640 1.225193 -0.0037 -0.0354 -0.0165
C -4.801341 -0.883458 1.040926 -0.0226 0.0183 -0.0003
C -4.972791 0.174587 2.075208 0.0689 0.0100 0.0222
O -5.620662 -0.024247 3.079781 -0.0915 -0.0213 -0.0261
H -2.600059 4.906294 1.311283 -0.0060 0.0003 0.0002
H -3.992753 4.514425 3.315058 0.0061 -0.0020 -0.0002
H -5.083957 2.307473 3.649302 0.0006 -0.0187 -0.0056
H -2.306982 3.096084 -0.362774 -0.0100 -0.0116 -0.0060
H -3.321893 -1.461618 -1.946317 0.0014 0.0152 0.0072
H -4.451261 -3.649303 -1.625875 -0.0005 -0.0007 0.0039
H -5.788218 -4.056145 0.412450 0.0008 0.0017 -0.0034
H -6.012565 -2.267017 2.120840 0.0025 0.0189 0.0022
C 2.196757 -0.916403 5.690593 -0.0191 -0.0020 -0.0063
C 2.426170 -0.357630 6.943590 -0.0099 0.0080 0.0080
C 1.362937 0.084762 7.711575 0.0425 -0.0223 -0.0039
C 0.064179 -0.027189 7.229091 -0.0131 0.0003 0.0053
C -0.165862 -0.579204 5.968705 -0.0176 0.0059 -0.0083
C 0.905649 -1.025538 5.203534 0.0476 -0.0113 0.0034
C -1.547590 -0.695764 5.415615 0.0009 0.0168 0.0195
O -1.741980 -1.165508 4.313093 0.0010 0.0266 -0.0275
C -2.670827 -0.203582 6.261063 0.0145 -0.0276 -0.0040
C -3.966823 -0.285910 5.767682 -0.0370 0.0122 -0.0051
C -5.028538 0.175738 6.527140 0.0041 -0.0066 0.0001
C -4.801512 0.709145 7.791092 0.0124 0.0020 0.0037
C -3.512366 0.787409 8.292385 -0.0377 0.0034 -0.0029
C -2.442542 0.335391 7.529329 0.0170 0.0250 0.0028
C -1.064701 0.443698 8.086282 -0.0065 -0.0110 -0.0068
O -0.862462 0.895095 9.191968 0.0031 0.0161 -0.0065
H 3.029666 -1.270723 5.096941 0.0018 0.0021 0.0042
H 3.436400 -0.272072 7.322013 -0.0016 -0.0052 -0.0009
H 1.518162 0.515451 8.691386 -0.0207 0.0012 0.0001
H 0.704753 -1.459793 4.233520 -0.0216 0.0069 0.0034
H -4.135603 -0.706208 4.787570 0.0318 -0.0123 0.0117
H -6.033422 0.117121 6.129521 0.0034 -0.0040 -0.0018
H -5.632786 1.063192 8.386793 0.0017 0.0013 -0.0029
H -3.315345 1.197501 9.273513 0.0184 -0.0019 -0.0052